No. 1
Entry from OMol25: C32H22BrN11O8Sn as an isolated structure (ωB97M-V/def2-TZVPD).

The geometry in XYZ format:
```
75
Properties=species:S:1:pos:R:3:forces:R:3:lowdin_charge:R:1
Sn -0.6108 0.5114 0.3611 -2.46 -1.03 1.08 1.20
O -2.6482 -5.6686 -3.7163 1.20 0.50 0.49 0.00
N -1.6384 -5.2046 -3.1363 -0.03 -0.97 0.16 -0.34
O -0.6726 -5.9298 -2.7678 -1.30 0.72 -0.69 -0.02
C -1.6215 -3.8120 -2.8072 -0.18 -1.64 -0.68 -0.13
C -2.6533 -3.0534 -3.3319 -0.19 0.72 0.14 0.02
C -2.7697 -1.7152 -2.9387 0.24 -0.03 0.93 -0.15
C -3.7236 -0.8022 -3.4539 -0.56 1.23 0.45 0.02
C -3.8428 0.4872 -2.9089 -0.66 -2.01 -0.90 -0.04
C -2.9792 0.8689 -1.8871 0.92 0.19 1.25 -0.15
N -2.0609 0.0448 -1.3414 -1.10 -0.58 -1.70 -0.04
C -1.9651 -1.2596 -1.8267 -0.06 1.76 -0.64 -0.14
C -0.8767 -2.0537 -1.3258 -0.27 -0.55 0.12 -0.15
N -0.1785 -1.5546 -0.2744 1.17 -1.85 -1.68 -0.05
C 0.9324 -2.2358 0.1321 -1.21 0.66 0.15 -0.14
C 1.3382 -3.3834 -0.5113 0.58 -0.22 1.03 -0.07
C 0.6038 -4.0030 -1.5134 -1.37 1.32 -0.50 0.03
C -0.6291 -3.3388 -1.9255 1.75 0.39 1.41 -0.03
H -3.3928 -3.5387 -3.9497 0.13 0.12 -0.20 0.12
H -4.4044 -1.1230 -4.2567 0.39 0.13 0.43 0.13
H -4.7030 1.1030 -3.2004 0.76 0.01 0.00 0.11
H -3.0513 1.8941 -1.4885 0.25 -0.67 -0.02 0.13
H 1.3587 -1.8330 1.0577 0.21 -0.33 -0.54 0.07
H 2.2244 -3.8474 -0.0796 -0.09 -0.09 -0.42 0.11
H 0.9287 -4.9065 -2.0073 -0.08 0.19 0.24 0.10
Br -3.8043 -0.5763 1.2967 0.57 0.54 0.67 0.79
C -3.2533 0.4707 2.8264 -0.09 -0.61 1.93 -0.56
C -3.8549 0.1142 4.0466 -0.59 -0.47 -2.42 -0.15
C -3.7497 0.9138 5.1653 0.28 1.23 1.38 -0.10
C -3.0064 2.0876 5.1227 -0.18 -0.23 -0.31 -0.02
C -2.3029 2.4574 3.9350 -1.10 -1.94 0.43 -0.17
C -1.6482 3.6811 3.8427 0.51 0.44 0.10 -0.06
C -1.0664 4.0949 2.6934 0.01 -0.05 -0.22 -0.08
C -1.0490 3.2134 1.5988 -0.12 -0.44 -0.39 -0.13
C -1.5565 1.9201 1.6718 -0.64 1.96 -0.54 -0.28
C -2.3287 1.5582 2.8063 -0.29 0.24 -0.29 -0.23
H -4.5749 -0.7173 4.0338 0.50 0.36 0.11 0.10
H -4.3438 0.6494 6.0617 0.59 0.21 -0.58 0.12
H -2.9771 2.7918 5.9606 -0.09 -0.38 -0.21 0.11
H -1.6153 4.3128 4.6999 -0.10 0.36 0.62 0.11
H -0.6163 5.0765 2.6389 -0.02 0.05 -0.14 0.11
H -0.7197 3.5992 0.6354 0.45 -0.22 0.11 0.09
O -0.6031 3.1365 -2.2189 2.05 -1.97 -0.06 0.08
C 0.2842 2.2855 -2.0945 -0.73 0.10 1.33 -0.45
O 0.4081 1.4019 -1.0660 0.07 2.04 -1.97 -0.25
C 1.5068 2.0564 -2.9973 -0.08 0.14 -0.23 -0.05
C 2.5080 1.1986 -2.4744 0.00 0.90 -0.62 0.08
C 3.5997 0.8874 -3.2724 0.35 -0.27 -0.54 -0.12
C 3.8591 1.3838 -4.5509 -2.29 0.70 1.27 0.12
C 2.8221 2.2188 -4.9801 -0.26 0.55 0.11 -0.12
C 1.6471 2.5921 -4.3039 0.72 -1.80 1.19 0.11
N 2.9417 2.7579 -6.3126 0.20 0.14 -3.12 -0.32
O 3.9167 2.3633 -6.9777 -1.39 0.94 0.91 0.07
O 2.0453 3.4885 -6.7699 1.57 -1.04 0.97 0.07
N 4.5295 -0.1276 -2.7843 1.42 -0.68 0.74 -0.31
O 5.5504 -0.3354 -3.4704 -1.95 0.00 1.66 0.08
O 4.2338 -0.6751 -1.7069 0.97 0.54 -1.78 0.05
H 2.4848 0.8296 -1.4452 -0.25 0.02 -0.75 0.12
H 4.7086 1.1379 -5.1497 0.19 -0.09 -0.12 0.13
H 0.8654 3.0973 -4.8644 0.22 0.24 0.48 0.14
C 3.7774 0.9440 2.2626 2.78 -0.40 0.70 -0.05
C 2.4775 0.9326 1.7524 -5.37 -0.77 -1.12 -0.19
N 1.3525 0.8256 1.4235 4.76 1.22 1.03 0.13
H 3.9322 1.8151 2.9397 0.01 -0.46 -0.71 0.11
H 4.4915 0.9380 1.3854 -0.53 0.17 1.13 0.12
H 3.9689 0.0170 2.8747 -0.24 0.77 -0.70 0.11
N 2.3054 -0.6894 5.9225 -0.89 1.20 -0.19 0.13
N 1.4953 -1.4980 5.1783 -1.29 -1.02 -1.72 -0.28
N 1.1981 -2.7233 5.4833 -1.18 -0.82 -0.95 0.10
C 0.3981 -3.1032 4.4357 1.44 1.30 0.42 -0.15
N 0.3302 -2.1019 3.5003 -1.38 -2.28 1.23 0.00
N 0.9178 -1.1059 3.9981 2.69 2.34 1.32 0.03
H 2.8185 -1.1034 6.6662 0.09 -0.86 0.21 0.09
H 2.8266 -0.0833 5.3277 0.36 0.20 -0.28 0.07
H -0.0953 -4.0548 4.3510 0.18 -0.03 0.04 0.09
```
Positions in Å, forces in eV/Å.

Summary:
HOMO (alpha / beta)	-5.6 / -5.4	eV
HOMO-LUMO gap (alpha / beta)	4.1 / 3.9	eV
charge	0

=====

No. 2
Entry from OMol25: C32H22Cl2IrN5O4 as an isolated structure (ωB97M-V/def2-TZVPD).

The geometry in XYZ format:
```
66
Properties=species:S:1:pos:R:3:forces:R:3:nbo_charge:R:1
Ir 0.3200 0.1113 0.5694 -0.18 0.17 -0.60 1.32
O -3.2414 2.8402 -1.1059 0.05 -0.04 -0.02 -0.66
C -3.1942 2.4091 -2.3804 0.01 -0.01 0.03 0.36
C -4.1303 2.9423 -3.2648 -0.03 0.04 -0.03 -0.28
C -4.1361 2.5507 -4.5852 -0.03 0.01 -0.02 -0.14
C -3.2132 1.6159 -5.0608 0.00 -0.01 -0.01 -0.26
C -2.2936 1.0784 -4.1923 0.03 0.02 0.05 -0.14
C -2.2606 1.4585 -2.8382 0.07 0.00 -0.02 -0.20
C -1.2773 0.8620 -1.9239 -0.31 -0.01 -0.01 0.61
O -1.2433 1.2280 -0.7046 0.06 -0.01 -0.17 -0.75
N -0.5128 -0.1329 -2.4321 0.07 0.13 0.15 -0.39
N 0.3850 -0.5932 -1.5650 -0.21 -0.02 -0.01 -0.28
C 0.9722 -1.7161 -1.9455 0.31 -0.13 0.13 0.08
C 2.0141 -2.3629 -1.2598 -0.12 0.12 0.06 -0.16
C 2.4488 -3.6193 -1.7718 0.07 -0.06 0.00 -0.17
C 3.4898 -4.2902 -1.2176 0.04 -0.02 0.03 -0.21
C 4.1963 -3.7275 -0.1075 -0.02 -0.07 -0.07 -0.16
C 3.8489 -2.5264 0.4081 -0.01 0.01 -0.03 -0.24
C 2.7302 -1.7871 -0.1171 -0.03 0.03 -0.22 0.44
O 2.4396 -0.6736 0.3884 -0.05 -0.13 0.25 -0.63
H -2.5173 2.3875 -0.6325 -0.01 0.00 -0.01 0.50
H -4.8369 3.6681 -2.8833 0.02 -0.03 -0.02 0.23
H -4.8674 2.9761 -5.2614 0.02 0.00 0.02 0.22
H -3.2219 1.3180 -6.1008 0.00 0.01 0.04 0.22
H -1.5709 0.3512 -4.5342 -0.01 0.01 0.00 0.23
H 0.6137 -2.1665 -2.8697 -0.02 0.05 0.00 0.20
H 1.9285 -4.0347 -2.6277 0.00 0.03 0.04 0.22
H 3.7969 -5.2457 -1.6212 0.01 0.02 0.03 0.23
H 5.0284 -4.2726 0.3214 -0.02 -0.01 -0.03 0.23
H 4.3771 -2.0835 1.2419 -0.02 0.01 -0.01 0.23
N -0.3203 1.7727 2.1991 0.05 -0.09 -0.15 -0.85
C 0.6504 2.8312 2.2789 -0.03 -0.09 -0.03 0.21
C 0.7602 3.6583 3.3562 -0.02 0.08 0.08 -0.23
C 1.7112 4.7047 3.3691 -0.04 -0.01 0.02 -0.19
C 2.5194 4.9194 2.2928 0.02 0.02 -0.01 -0.17
C 2.4442 4.0616 1.1690 0.05 0.04 -0.02 -0.08
C 3.2671 4.2017 0.0269 0.02 0.06 0.03 -0.10
C 3.1697 3.3032 -0.9934 0.00 -0.03 -0.03 -0.26
C 2.2664 2.2298 -0.8683 0.01 0.03 0.02 0.11
N 1.4778 2.0836 0.1666 0.10 -0.07 0.13 -0.48
C 1.5291 2.9945 1.1776 -0.05 -0.11 -0.05 0.12
H -0.6236 1.4786 3.1188 0.01 0.00 0.02 0.40
H -1.1342 2.0718 1.6695 -0.05 0.09 0.09 0.40
H 0.0974 3.5261 4.2043 0.02 0.02 -0.02 0.22
H 1.7750 5.3493 4.2356 -0.01 -0.02 -0.01 0.23
H 3.2294 5.7378 2.2862 -0.02 -0.03 -0.01 0.23
H 3.9726 5.0232 -0.0197 -0.02 -0.02 0.01 0.23
H 3.7859 3.3825 -1.8781 -0.02 0.00 0.01 0.24
H 2.2064 1.4632 -1.6334 0.00 0.02 0.02 0.21
Cl 0.9557 -2.3951 5.0910 0.00 0.02 -0.03 0.12
C -0.2003 -2.8456 3.9280 0.00 0.00 -0.02 -0.04
C -1.0412 -3.9187 4.1594 -0.03 0.01 -0.05 -0.25
C -1.9816 -4.2832 3.2147 0.01 0.03 -0.03 0.05
Cl -2.9946 -5.6166 3.5470 -0.03 -0.02 -0.02 0.10
C -2.1258 -3.5748 1.9696 -0.03 -0.12 0.10 -0.15
C -3.0668 -3.8997 0.9823 -0.06 -0.06 0.02 -0.10
C -3.1023 -3.1579 -0.1715 0.02 0.02 -0.03 -0.23
C -2.2042 -2.0984 -0.3291 -0.01 0.04 -0.06 0.09
N -1.3176 -1.7695 0.5946 0.08 0.06 0.23 -0.46
C -1.2746 -2.4936 1.7216 0.03 0.00 0.01 0.19
C -0.2672 -2.0873 2.7037 0.00 -0.05 0.05 0.38
O 0.4908 -1.1318 2.4825 0.26 0.10 0.18 -0.54
H -0.9599 -4.4737 5.0835 -0.02 0.00 -0.02 0.26
H -3.7495 -4.7241 1.1379 0.01 0.01 -0.02 0.25
H -3.8108 -3.3782 -0.9580 0.02 0.00 0.02 0.25
H -2.2060 -1.5099 -1.2404 0.01 0.01 0.05 0.22
```
Positions in Å, forces in eV/Å.

Summary:
HOMO (alpha / beta)	-10.0 / -10.5	eV
HOMO-LUMO gap (alpha / beta)	6.7 / 5.2	eV
multiplicity	6
charge	+1
relative energy (zero: lowest compared OMol25 entry of this formula, charge and spin)	39.9	kJ/mol

=====

No. 3
Entry from OMol25: C32H24AsF6FeGeNO5S as an isolated structure (ωB97M-V/def2-TZVPD).

The geometry in XYZ format:
```
72
Properties=species:S:1:pos:R:3:forces:R:3:lowdin_charge:R:1
Fe 0.2652 2.0999 -0.1623 0.28 -0.14 0.85 0.04
O 1.9296 1.7151 -1.0112 0.02 0.00 -0.01 -0.22
N 2.4862 2.6793 -1.7340 0.02 -0.01 0.00 -0.16
C 3.7978 2.5408 -2.0167 -0.02 0.02 -0.01 -0.01
C 4.4462 3.4540 -2.8004 0.00 -0.01 0.00 -0.08
C 3.7139 4.5395 -3.3013 0.03 0.01 -0.01 -0.10
C 2.3889 4.6685 -2.9845 -0.06 0.00 0.01 -0.10
C 1.7327 3.7269 -2.1617 0.01 0.07 -0.04 -0.63
S 0.1085 3.7967 -1.6715 -0.05 0.06 -0.08 0.78
H 4.2465 1.6680 -1.5660 0.03 -0.04 0.02 0.13
H 5.4972 3.3223 -3.0127 -0.02 0.00 0.00 0.10
H 4.1945 5.2776 -3.9314 0.00 0.00 0.00 0.10
H 1.7972 5.4970 -3.3471 0.00 0.00 0.00 0.10
O -1.9587 0.8008 1.6814 -0.17 0.11 0.22 -0.01
C -2.2614 0.9548 0.4990 0.43 -0.54 -0.23 -0.58
O -1.5719 1.6201 -0.3551 -0.28 0.05 -0.13 -0.14
C -3.4635 0.2199 -0.0601 -0.02 0.26 -0.09 -0.11
C -4.2336 -0.5186 0.8230 -0.07 0.03 0.19 -0.03
C -5.3556 -1.2349 0.4028 -0.04 -0.05 0.01 0.00
C -5.6584 -1.1750 -0.9334 -0.01 -0.02 -0.02 -0.23
O -6.7033 -1.7692 -1.6073 0.04 -0.02 -0.02 0.01
C -6.3002 -1.6648 -2.9820 0.02 0.05 0.02 -0.16
O -5.4633 -0.5291 -3.0797 0.04 0.00 0.13 0.02
C -4.8946 -0.4388 -1.8237 0.07 -0.03 -0.09 -0.20
C -3.7790 0.2533 -1.4309 0.06 0.09 0.15 0.09
H -3.9291 -0.5279 1.8624 -0.01 -0.02 -0.06 0.11
H -5.9504 -1.8214 1.0904 0.00 -0.01 0.00 0.11
H -7.1843 -1.5215 -3.5998 0.02 0.01 0.00 0.13
H -5.7340 -2.5590 -3.2594 0.02 0.00 -0.02 0.13
H -3.1490 0.7792 -2.1334 -0.01 0.05 0.00 0.13
C 0.5553 2.6828 1.2519 -0.16 0.22 -0.37 -0.10
Ge 0.9086 0.4393 1.5616 -0.12 -0.22 -0.53 0.95
C 0.7623 0.4968 3.5331 0.00 0.02 0.05 -0.27
C -0.2835 1.1485 4.1879 -0.03 -0.02 -0.02 -0.10
C -0.3557 1.1715 5.5742 0.01 0.00 0.02 -0.10
C 0.6158 0.5396 6.3405 0.00 0.00 -0.01 -0.13
C 1.6645 -0.1125 5.7083 -0.01 0.02 -0.03 -0.11
C 1.7351 -0.1251 4.3187 0.01 0.03 -0.01 -0.13
C 0.2977 -1.3616 0.9950 -0.05 -0.02 0.04 -0.28
C -0.2217 -1.6237 -0.2762 -0.01 -0.13 0.21 -0.09
C -0.6469 -2.9050 -0.6285 0.02 0.09 0.02 -0.06
C -0.5283 -3.9457 0.2828 -0.03 0.03 0.04 -0.10
C -0.0031 -3.7047 1.5468 -0.06 -0.05 -0.10 -0.11
C 0.3948 -2.4232 1.8957 0.01 0.03 -0.01 -0.12
C 2.8845 0.3435 1.3294 0.03 0.04 0.02 -0.29
C 3.4776 -0.6489 0.5528 0.08 0.02 0.02 -0.10
C 4.8400 -0.6359 0.2768 0.06 0.05 0.02 -0.11
C 5.6441 0.3836 0.7753 -0.06 -0.03 -0.01 -0.14
C 5.0713 1.3830 1.5545 -0.08 -0.03 0.00 -0.11
C 3.7072 1.3567 1.8269 0.08 -0.01 -0.03 -0.12
H -1.0512 1.6245 3.5932 -0.01 0.01 -0.01 0.08
H -1.1785 1.6840 6.0605 0.00 0.00 0.00 0.09
H 0.5557 0.5567 7.4232 0.00 0.00 0.00 0.08
H 2.4316 -0.6074 6.2940 0.00 0.00 0.00 0.09
H 2.5744 -0.6202 3.8388 -0.03 0.01 0.01 0.09
H -0.3239 -0.8258 -0.9987 -0.01 0.11 -0.08 0.09
H -1.0820 -3.0891 -1.6045 0.09 0.08 0.02 0.08
H -0.8621 -4.9404 0.0108 0.01 0.00 -0.01 0.09
H 0.0816 -4.5118 2.2663 0.00 -0.02 0.01 0.09
H 0.7768 -2.2480 2.8935 0.03 0.02 0.08 0.08
H 2.8611 -1.4371 0.1415 -0.05 -0.08 -0.04 0.10
H 5.2738 -1.4205 -0.3334 0.01 0.00 0.00 0.09
H 6.7068 0.3982 0.5603 0.01 0.00 0.00 0.08
H 5.6866 2.1859 1.9460 0.00 0.00 0.00 0.09
H 3.2693 2.1500 2.4243 0.00 0.00 0.00 0.10
F -1.4748 -1.2137 -3.6665 0.13 0.22 0.16 -0.25
As -2.1727 -2.4479 -4.6451 -0.19 -0.20 -0.13 0.69
F -2.8879 -3.7092 -5.6143 -0.03 -0.07 -0.08 -0.28
F -1.0661 -2.0866 -5.9343 0.06 0.02 -0.07 -0.27
F -1.0479 -3.6061 -3.9984 0.08 -0.08 0.03 -0.27
F -3.3149 -1.3161 -5.2968 -0.04 0.06 -0.05 -0.26
F -3.2899 -2.8324 -3.3614 -0.07 -0.04 0.08 -0.26
```
Positions in Å, forces in eV/Å.

Summary:
HOMO	-2.6	eV
HOMO-LUMO gap	6.7	eV
charge	-2

=====

The highest charge belongs to which entry?
C32H22Cl2IrN5O4

=====

The highest charge belongs to which entry?
C32H22Cl2IrN5O4

=====

Which value of charge does entry 3 give?
-2